(1)
{"formula": "C9H16N2O2", "method": "the ωB97M-V functional and the def2-TZVPD basis", "smiles": "O=c1cc[nH]c(=O)[nH]1.CC(C)(C)C", "largest_force_ev_per_a": 6.1, "de_lowest_ev": 2.669, "orbital_gap_ev": 9.7, "e_lumo_ha": 0.00531, "energy_ev": -16666.638, "elements": ["O", "C", "C", "C", "N", "C", "O", "N", "H", "H", "H", "H", "C", "C", "C", "C", "C", "H", "H", "H", "H", "H", "H", "H", "H", "H", "H", "H", "H"], "xyz": [[6.68, -1.30, 1.37], [6.00, -0.73, 0.50], [5.30, -1.38, -0.61], [4.26, -0.71, -1.07], [4.12, 0.64, -0.93], [4.93, 1.40, -0.09], [4.47, 2.55, 0.22], [5.96, 0.68, 0.46], [5.25, -2.52, -0.63], [3.43, -0.98, -1.70], [3.18, 1.14, -1.27], [6.88, 1.00, 1.03], [-4.30, -1.13, -0.70], [-3.60, -0.03, 0.20], [-3.16, -0.44, 1.58], [-4.57, 1.15, 0.42], [-2.32, 0.48, -0.62], [-3.55, -1.93, -0.68], [-5.19, -1.44, -0.38], [-4.25, -0.75, -1.76], [-2.61, 0.40, 2.05], [-4.09, -0.70, 2.19], [-2.39, -1.28, 1.54], [-4.11, 2.11, 0.70], [-5.36, 0.74, 1.09], [-5.08, 1.27, -0.53], [-2.54, 1.11, -1.51], [-1.65, 1.05, 0.13], [-1.69, -0.41, -1.00]]}

---

(2)
{"formula": "C9H16N2O5", "method": "the ωB97M-V functional and the def2-TZVPD basis", "smiles": "CC(C)[C@H](N)C(=O)N[C@@H](CC(=O)O)C(=O)O", "largest_force_ev_per_a": 4.6, "de_lowest_ev": 2.922, "orbital_gap_ev": 8.9, "e_lumo_ha": 0.01299, "energy_ev": -22808.885, "elements": ["C", "C", "C", "C", "N", "C", "O", "N", "C", "C", "C", "O", "O", "C", "O", "O", "H", "H", "H", "H", "H", "H", "H", "H", "H", "H", "H", "H", "H", "H", "H", "H"], "xyz": [[2.33, 3.36, -0.76], [2.45, 2.00, -1.40], [3.55, 2.01, -2.52], [1.22, 1.43, -2.01], [0.60, 2.52, -2.69], [0.16, 1.02, -0.75], [-0.04, 1.88, 0.10], [-0.03, -0.30, -0.69], [-0.45, -0.99, 0.62], [-1.89, -0.61, 1.09], [-2.37, -1.34, 2.36], [-1.52, -1.66, 3.18], [-3.70, -1.44, 2.52], [-0.17, -2.51, 0.61], [0.79, -3.20, 0.44], [-1.34, -2.98, 0.48], [2.10, 4.16, -1.55], [1.37, 3.40, -0.28], [3.00, 3.82, 0.03], [2.73, 1.33, -0.64], [3.14, 2.53, -3.44], [4.49, 2.52, -2.07], [3.92, 1.05, -2.90], [1.55, 0.66, -2.67], [-0.30, 2.32, -3.09], [0.61, 3.43, -2.21], [0.53, -0.93, -1.35], [0.19, -0.57, 1.34], [-1.91, 0.41, 1.26], [-2.74, -0.95, 0.39], [-3.80, -1.92, 3.36], [-1.45, -3.82, 0.18]]}

---

(3)
{"formula": "C9H16N3", "method": "the ωB97M-V functional and the def2-TZVPD basis", "multiplicity": 2, "largest_force_ev_per_a": 2.4, "de_lowest_ev": 0.107, "orbital_gap_ev": [10.5, 6.8], "charge": 2, "e_lumo_ha": [-0.26832, -0.40653], "s2": 0.769, "energy_ev": -14045.211, "elements": ["C", "C", "C", "C", "C", "C", "C", "H", "H", "H", "H", "H", "H", "H", "H", "C", "C", "N", "N", "N", "H", "H", "H", "H", "H", "H", "H", "H"], "xyz": [[1.36, 0.70, 2.65], [-0.18, -2.56, 1.69], [0.09, -1.44, 2.43], [0.35, -2.77, 0.38], [0.98, -0.50, 1.86], [1.26, -1.83, -0.13], [1.64, -0.75, 0.61], [-0.73, -3.35, 2.17], [-0.25, -1.48, 3.46], [-0.08, -3.58, -0.19], [1.81, -1.96, -1.06], [2.21, 0.40, 3.28], [0.58, 0.93, 3.36], [2.27, 0.01, 0.17], [1.74, 1.48, 1.99], [-0.99, 2.99, -1.29], [-0.94, 0.68, -1.92], [-0.38, 1.62, -1.15], [-2.25, 0.53, -1.93], [-0.21, -0.29, -2.48], [0.61, 1.75, -1.06], [-2.78, 1.12, -1.30], [-2.66, -0.40, -1.97], [-0.73, -1.06, -2.87], [0.79, -0.17, -2.51], [-1.15, 3.42, -0.31], [-1.92, 2.95, -1.84], [-0.45, 3.59, -2.02]]}

---

(4)
{"formula": "C9H16N3O", "method": "the ωB97M-V functional and the def2-TZVPD basis", "multiplicity": 2, "largest_force_ev_per_a": 7.2, "de_lowest_ev": 4.418, "orbital_gap_ev": [1.9, 5.9], "e_lumo_ha": [-0.00917, -0.01351], "s2": 0.760, "energy_ev": -16103.604, "elements": ["C", "C", "C", "C", "C", "C", "C", "O", "H", "H", "H", "H", "H", "H", "H", "H", "C", "C", "N", "N", "N", "H", "H", "H", "H", "H", "H", "H", "H"], "xyz": [[-0.45, -2.88, 0.98], [-1.04, -1.49, 1.09], [-1.66, -0.98, -0.06], [-1.01, -0.97, 2.33], [-2.07, 0.38, 0.03], [-1.50, 0.31, 2.49], [-2.00, 0.97, 1.35], [-2.13, 2.30, 1.21], [-0.93, -3.83, 1.42], [0.59, -2.73, 1.14], [-1.50, -1.62, -0.91], [-0.44, -1.40, 3.28], [-2.88, 0.79, -0.65], [-1.39, 0.75, 3.40], [-2.01, 2.73, 1.95], [-0.53, -3.41, 0.03], [2.33, 2.03, -0.24], [1.29, 0.36, -1.85], [1.64, 0.75, -0.59], [0.81, 1.16, -2.76], [1.38, -1.02, -2.15], [1.26, 0.11, 0.14], [0.65, 2.10, -2.44], [0.78, 1.00, -3.86], [1.97, -1.65, -1.66], [1.25, -1.22, -3.15], [2.67, 2.14, 0.73], [1.68, 3.02, -0.28], [3.23, 2.31, -0.97]]}

---

(5)
{"formula": "C9H16N3O", "method": "the ωB97M-V functional and the def2-TZVPD basis", "largest_force_ev_per_a": 4.7, "de_lowest_ev": 4.087, "orbital_gap_ev": 8.5, "charge": 1, "e_lumo_ha": -0.12388, "energy_ev": -16101.124, "elements": ["C", "C", "C", "C", "C", "C", "C", "N", "C", "H", "H", "H", "H", "H", "H", "H", "H", "H", "H", "H", "H", "C", "O", "N", "N", "H", "H", "H", "H"], "xyz": [[-3.54, -1.50, 2.43], [-2.50, -0.90, 1.35], [-2.65, -1.38, -0.11], [-1.71, -0.87, -1.24], [-0.60, 0.16, -0.92], [-0.48, 0.63, 0.54], [0.64, 1.75, 0.91], [-0.17, 2.96, 1.39], [-1.39, 0.14, 1.72], [-3.52, -0.93, 3.42], [-4.61, -1.43, 2.03], [-3.35, -2.62, 2.61], [-3.46, -2.15, -0.41], [-1.83, -1.24, -2.31], [0.12, 0.62, -1.68], [1.24, 2.07, -0.02], [1.38, 1.38, 1.70], [-0.21, 2.98, 2.42], [-1.15, 2.87, 1.06], [0.24, 3.81, 0.96], [-1.29, 0.52, 2.80], [3.24, -0.51, -2.43], [2.36, 0.32, -2.65], [4.56, -0.22, -2.53], [2.96, -1.78, -2.05], [5.29, -0.88, -2.36], [4.80, 0.72, -2.81], [1.99, -2.03, -1.96], [3.66, -2.47, -1.87]]}

---

(6)
{"formula": "C9H16N3O", "method": "the ωB97M-V functional and the def2-TZVPD basis", "smiles": "N/N=C1/CCCC/[N+]1=C(/O)C1CC1", "largest_force_ev_per_a": 4.3, "de_lowest_ev": 4.647, "orbital_gap_ev": 10.6, "charge": 1, "e_lumo_ha": -0.12082, "energy_ev": -16100.564, "elements": ["N", "N", "C", "C", "C", "C", "C", "N", "C", "O", "C", "C", "C", "H", "H", "H", "H", "H", "H", "H", "H", "H", "H", "H", "H", "H", "H", "H", "H"], "xyz": [[2.02, 2.08, -0.87], [1.32, 1.33, -1.78], [0.47, 0.45, -1.50], [0.06, -0.50, -2.60], [-1.12, -1.35, -2.36], [-2.19, -0.49, -1.59], [-1.57, -0.15, -0.21], [-0.17, 0.16, -0.18], [0.60, 0.13, 0.92], [1.88, 0.30, 0.85], [0.00, -0.09, 2.20], [0.75, -1.03, 3.16], [0.65, 0.43, 3.51], [1.35, 2.76, -0.25], [2.45, 2.81, -1.40], [-0.42, 0.14, -3.32], [0.98, -0.88, -3.06], [-1.62, -1.64, -3.23], [-0.84, -2.23, -1.87], [-2.44, 0.28, -2.29], [-3.00, -1.15, -1.41], [-2.02, 0.68, 0.35], [-1.88, -1.00, 0.28], [2.22, 0.74, -0.09], [-1.11, -0.07, 2.20], [1.85, -1.35, 2.85], [0.18, -1.90, 3.69], [-0.08, 0.74, 4.25], [1.68, 0.80, 3.76]]}

---

(7)
{"formula": "C9H16N3O2", "method": "the ωB97M-V functional and the def2-TZVPD basis", "multiplicity": 3, "largest_force_ev_per_a": 4.4, "de_lowest_ev": 2.475, "orbital_gap_ev": [5.9, 5.3], "charge": 1, "e_lumo_ha": [-0.11620, -0.29112], "s2": 2.015, "energy_ev": -18143.700, "elements": ["C", "C", "C", "C", "C", "C", "C", "C", "C", "N", "N", "N", "O", "O", "H", "H", "H", "H", "H", "H", "H", "H", "H", "H", "H", "H", "H", "H", "H", "H"], "xyz": [[2.28, -1.16, 0.49], [-1.23, -1.11, 1.68], [-2.47, -0.82, 0.83], [-0.86, -1.54, -0.96], [0.61, -1.90, -1.10], [0.95, 0.45, -0.78], [-1.10, -0.59, 0.21], [-0.40, 0.66, -0.03], [-0.51, 3.14, -0.26], [1.45, -0.85, -0.54], [3.20, -0.22, 0.86], [-0.92, 1.83, 0.20], [2.24, -2.22, 1.10], [3.58, 0.64, -0.16], [-0.89, -0.36, 2.55], [-0.92, -2.08, 1.65], [-3.10, -1.67, 0.41], [-3.28, -0.01, 1.14], [-1.18, -1.06, -1.89], [-1.34, -2.44, -0.80], [0.89, -2.82, -0.46], [1.01, -2.12, -2.19], [0.91, 0.52, -1.85], [1.84, 1.13, -0.37], [-1.02, 3.37, -1.18], [-0.87, 3.89, 0.46], [0.59, 3.29, -0.45], [-1.81, 1.74, 0.59], [3.90, -0.52, 1.51], [3.96, 0.03, -0.96]]}

---

(8)
{"formula": "C9H16N3O2S", "method": "the ωB97M-V functional and the def2-TZVPD basis", "smiles": "CCC[N+](N)=[S@@](=O)(OC)c1cccnc1", "largest_force_ev_per_a": 4.1, "de_lowest_ev": 2.276, "orbital_gap_ev": 10.0, "charge": 1, "e_lumo_ha": -0.12785, "energy_ev": -28982.181, "elements": ["C", "C", "C", "N", "N", "S", "O", "O", "C", "C", "C", "C", "C", "N", "C", "H", "H", "H", "H", "H", "H", "H", "H", "H", "H", "H", "H", "H", "H", "H", "H"], "xyz": [[-3.27, 0.27, 1.53], [-3.06, 1.15, 0.25], [-1.94, 0.86, -0.78], [-0.56, 0.84, -0.21], [0.27, 1.98, -0.03], [0.13, -0.54, 0.28], [-0.20, -1.05, 1.56], [-0.25, -1.58, -0.86], [-0.87, -2.87, -0.66], [1.91, -0.33, 0.07], [2.42, 0.12, -1.15], [3.74, 0.45, -1.17], [4.58, 0.01, -0.12], [4.09, -0.42, 1.04], [2.73, -0.52, 1.18], [-2.70, 0.64, 2.39], [-4.29, 0.51, 1.86], [-3.35, -0.77, 1.33], [-2.81, 2.22, 0.57], [-3.88, 1.07, -0.39], [-2.00, 0.03, -1.50], [-1.93, 1.77, -1.38], [0.77, 2.34, -0.90], [-0.01, 2.62, 0.66], [-1.89, -2.72, -0.86], [-0.19, -3.60, -1.14], [-0.95, -3.10, 0.49], [1.67, 0.29, -1.90], [4.06, 0.96, -2.02], [5.60, 0.13, -0.24], [2.21, -0.78, 2.11]]}

---

(9)
{"formula": "C9H16N4", "method": "the ωB97M-V functional and the def2-TZVPD basis", "smiles": "CNc1cncc(N(C)C)c1CN", "largest_force_ev_per_a": 4.3, "de_lowest_ev": 3.296, "orbital_gap_ev": 9.6, "e_lumo_ha": 0.02928, "energy_ev": -15550.017, "elements": ["C", "N", "C", "C", "N", "C", "C", "N", "C", "C", "C", "C", "N", "H", "H", "H", "H", "H", "H", "H", "H", "H", "H", "H", "H", "H", "H", "H", "H"], "xyz": [[-2.46, 0.27, 2.33], [-2.66, 0.23, 0.90], [-1.44, 0.54, 0.19], [-1.31, 1.85, -0.05], [-0.22, 2.37, -0.73], [0.81, 1.58, -1.02], [0.91, 0.24, -0.50], [2.15, -0.57, -0.57], [2.38, -1.03, -2.03], [3.35, 0.08, 0.13], [-0.25, -0.29, 0.14], [-0.20, -1.78, 0.60], [-1.48, -2.54, 0.18], [-1.52, 0.78, 2.57], [-3.37, 0.62, 2.84], [-2.42, -0.81, 2.70], [-3.14, 1.08, 0.73], [-2.06, 2.61, 0.26], [1.69, 2.13, -1.29], [2.98, -0.32, -2.73], [2.86, -2.09, -2.05], [1.45, -1.18, -2.58], [3.14, 0.83, 0.91], [4.23, 0.44, -0.52], [3.80, -0.66, 0.73], [0.64, -2.24, 0.17], [-0.06, -1.92, 1.70], [-1.25, -2.59, -0.80], [-2.25, -1.88, 0.13]]}

---

(10)
{"formula": "C9H16N4O5", "method": "the ωB97M-V functional and the def2-TZVPD basis", "smiles": "NC(=O)CC[C@H](N)C(=O)N[C@@H](CC(N)=O)C(=O)O", "largest_force_ev_per_a": 4.5, "de_lowest_ev": 2.476, "orbital_gap_ev": 9.9, "e_lumo_ha": 0.01580, "energy_ev": -25790.763, "elements": ["N", "C", "O", "C", "C", "C", "N", "C", "O", "N", "C", "C", "C", "N", "O", "C", "O", "O", "H", "H", "H", "H", "H", "H", "H", "H", "H", "H", "H", "H", "H", "H", "H", "H"], "xyz": [[1.58, 5.31, 1.57], [1.53, 3.93, 1.75], [2.57, 3.34, 2.01], [0.23, 3.14, 1.77], [0.45, 1.91, 0.80], [-0.75, 1.00, 0.81], [-1.13, 0.42, 2.12], [-0.50, -0.05, -0.26], [-0.10, 0.22, -1.37], [-0.70, -1.35, 0.11], [-0.71, -2.42, -0.80], [0.70, -2.75, -1.25], [0.95, -2.88, -2.83], [0.39, -1.85, -3.53], [1.45, -3.83, -3.31], [-1.47, -3.58, -0.12], [-2.00, -3.31, 1.00], [-1.58, -4.70, -0.82], [2.46, 5.83, 1.46], [0.79, 5.86, 1.05], [0.09, 2.89, 2.80], [-0.53, 3.84, 1.36], [0.41, 2.22, -0.27], [1.45, 1.51, 0.87], [-1.59, 1.65, 0.51], [-1.45, 1.33, 2.59], [-0.19, 0.17, 2.47], [-1.44, -1.52, 0.92], [-1.42, -2.34, -1.72], [1.42, -1.99, -0.88], [1.00, -3.73, -0.87], [0.19, -1.04, -2.93], [0.19, -1.93, -4.66], [-2.29, -5.29, -0.34]]}

---

(11)
{"formula": "C9H16NO", "method": "the ωB97M-V functional and the def2-TZVPD basis", "largest_force_ev_per_a": 3.5, "de_lowest_ev": 1.180, "orbital_gap_ev": 9.0, "charge": 1, "e_lumo_ha": -0.11497, "energy_ev": -13122.677, "elements": ["C", "C", "C", "C", "C", "C", "C", "O", "H", "H", "H", "H", "H", "H", "H", "H", "C", "C", "N", "H", "H", "H", "H", "H", "H", "H", "H"], "xyz": [[-1.44, 1.01, 3.24], [1.12, -0.84, 1.09], [0.63, 0.11, 1.95], [0.21, -1.63, 0.28], [-0.77, 0.17, 2.17], [-1.14, -1.64, 0.58], [-1.59, -0.68, 1.52], [0.85, -2.07, -0.85], [2.17, -1.12, 1.00], [1.31, 0.75, 2.53], [1.14, -3.00, -0.82], [-1.74, -2.17, -0.14], [-1.16, 0.56, 4.23], [-2.48, 0.79, 3.11], [-2.68, -0.67, 1.55], [-1.18, 2.06, 3.40], [0.13, 1.05, -2.47], [0.58, -0.22, -3.11], [1.07, 1.45, -1.24], [0.17, 1.99, -3.03], [-0.83, 0.94, -1.97], [0.10, -1.11, -2.67], [1.62, -0.24, -3.29], [1.48, 0.58, -0.85], [1.82, 2.10, -1.47], [0.43, 1.91, -0.58], [0.16, -0.07, -4.17]]}

---

(12)
{"formula": "C9H16NO", "method": "the ωB97M-V functional and the def2-TZVPD basis", "multiplicity": 2, "largest_force_ev_per_a": 2.1, "de_lowest_ev": 0.799, "orbital_gap_ev": [10.2, 7.1], "charge": 2, "e_lumo_ha": [-0.28420, -0.42042], "s2": 0.765, "energy_ev": -13111.587, "elements": ["C", "C", "C", "C", "C", "C", "C", "O", "H", "H", "H", "H", "H", "H", "H", "H", "C", "C", "N", "H", "H", "H", "H", "H", "H", "H", "H"], "xyz": [[3.57, -0.56, -0.56], [-0.05, -0.17, -1.54], [-0.41, 0.99, -0.84], [1.21, -0.68, -1.47], [2.20, -0.03, -0.61], [0.53, 1.56, 0.08], [1.76, 1.01, 0.26], [-1.60, 1.61, -0.96], [-0.76, -0.68, -2.19], [1.63, -1.33, -2.23], [0.13, 2.48, 0.49], [-1.63, 2.07, -1.81], [3.89, -0.96, 0.40], [4.24, 0.25, -0.83], [2.49, 1.62, 0.78], [3.66, -1.42, -1.21], [-2.50, -0.85, 1.23], [-2.10, -2.29, 1.32], [-1.42, -0.02, 1.91], [-2.73, -0.43, 0.26], [-3.38, -0.58, 1.77], [-2.18, -2.60, 2.36], [-1.10, -2.52, 0.96], [-1.27, -0.29, 2.89], [-0.54, -0.25, 1.45], [-1.51, 0.99, 1.81], [-2.73, -2.95, 0.75]]}